Entry 1:
{
  "formula": "C33H40F3IrN3PSSb",
  "method": "ωB97M-V/def2-TZVPD",
  "gap_ev": 6.117,
  "total_charge": 3,
  "e_tot_ha": -2828.4972,
  "symbols": ["Ir", "N", "N", "C", "N", "S", "H", "H", "H", "H", "H", "F", "C", "C", "C", "C", "C", "C", "Sb", "C", "C", "C", "C", "F", "C", "C", "C", "C", "C", "C", "F", "C", "C", "H", "H", "H", "H", "H", "H", "H", "H", "H", "H", "H", "H", "C", "C", "C", "C", "P", "C", "C", "C", "C", "C", "C", "C", "C", "C", "C", "H", "H", "H", "H", "H", "H", "H", "H", "H", "H", "H", "H", "H", "H", "H", "H", "H", "H", "H", "H", "H", "H", "H"],
  "xyz": [[0.5057, 0.8981, 0.8151], [0.8647, 2.9974, 0.9416], [0.6261, 3.6325, 2.1851], [-0.1139, 2.9819, 3.0707], [-0.4798, 3.5464, 4.1980], [-0.6011, 1.3568, 2.6981], [1.8433, 3.1493, 0.6922], [0.2679, 3.4376, 0.2278], [0.8810, 4.6091, 2.2748], [-0.2526, 4.5021, 4.4381], [-0.9996, 3.0188, 4.8866], [-6.6337, -0.9912, 1.9472], [-5.5078, -0.6225, 1.3616], [-5.5699, 0.2149, 0.2582], [-4.3864, 0.5963, -0.3482], [-3.1656, 0.1430, 0.1588], [-3.1282, -0.7064, 1.2616], [-4.3083, -1.0937, 1.8719], [-1.4585, 0.7467, -0.8654], [-1.5531, 2.8428, -1.0137], [-2.2738, 3.5215, -0.0269], [-2.2671, 4.9093, 0.0134], [-1.5225, 5.5987, -0.9339], [-1.5046, 6.9206, -0.8914], [-0.7974, 4.9502, -1.9236], [-0.8175, 3.5617, -1.9615], [-1.4974, -0.1880, -2.7201], [-0.8033, 0.2867, -3.8337], [-0.9155, -0.3741, -5.0425], [-1.7154, -1.5063, -5.1105], [-1.8147, -2.1415, -6.2635], [-2.4141, -1.9930, -4.0170], [-2.3035, -1.3245, -2.8114], [-6.5313, 0.5485, -0.1086], [-4.4314, 1.2459, -1.2162], [-2.1871, -1.0987, 1.6365], [-4.3200, -1.7589, 2.7248], [-2.8658, 2.9741, 0.6990], [-2.8477, 5.4631, 0.7404], [-0.2546, 5.5329, -2.6568], [-0.2673, 3.0604, -2.7465], [-0.1763, 1.1661, -3.7838], [-0.4068, -0.0275, -5.9321], [-3.0360, -2.8712, -4.1259], [-2.8574, -1.6903, -1.9541], [2.8092, -0.0663, 2.7411], [3.2997, -0.6448, 1.4061], [4.1638, -1.8774, 1.7049], [4.1233, 0.4173, 0.6737], [1.7847, -1.1275, 0.4358], [1.0634, -2.5493, 1.2756], [1.5571, -3.8385, 1.0566], [1.0262, -4.9148, 1.7489], [0.0093, -4.7190, 2.6748], [-0.4712, -3.4402, 2.9178], [0.0542, -2.3629, 2.2213], [2.1104, -1.4930, -1.3573], [2.1660, -0.1441, -2.0956], [3.4268, -2.2387, -1.6261], [0.9414, -2.3461, -1.8629], [3.6787, 0.1537, 3.3647], [2.1689, -0.7585, 3.2885], [2.2725, 0.8883, 2.6167], [5.0378, -1.5420, 2.2687], [4.5283, -2.3728, 0.8078], [3.6316, -2.6014, 2.3201], [4.9190, 0.7611, 1.3377], [3.5255, 1.2945, 0.4008], [4.5961, 0.0444, -0.2332], [2.3593, -4.0167, 0.3564], [1.4130, -5.9088, 1.5693], [-0.4006, -5.5630, 3.2133], [-1.2471, -3.2834, 3.6551], [-0.3013, -1.3604, 2.4414], [3.0187, 0.4582, -1.7881], [1.2517, 0.4403, -1.9511], [2.2648, -0.3276, -3.1679], [4.3124, -1.6683, -1.3514], [3.4781, -2.4159, -2.7031], [3.4709, -3.2118, -1.1447], [-0.0281, -1.9564, -1.5658], [1.0132, -3.3723, -1.5086], [0.9707, -2.3616, -2.9551]],
  "mulliken_charge": [1.8564, -0.7403, -0.1853, 0.8353, -0.3863, -0.4241, 0.4397, 0.0613, 0.2582, 0.2372, 0.2396, -0.2905, 0.1221, -0.6558, -0.3650, 0.1519, -0.3974, -0.5995, 0.6099, -0.2202, -0.1541, -0.8917, 0.2692, -0.2855, -0.7502, 0.0710, 0.6635, -0.3723, -0.8025, 0.2114, -0.2943, -0.7634, -0.3111, 0.4963, 0.5196, 0.3958, 0.5362, 0.5616, 0.5303, 0.5256, 0.3146, 0.2394, 0.5042, 0.4966, 0.5436, -1.7730, 1.8648, -1.6251, -1.5319, -1.3078, 1.0828, -0.3803, -0.9339, -0.7568, -0.9611, -0.7063, 2.6444, -1.6611, -1.5960, -1.7255, 0.5515, 0.3125, 0.3687, 0.5549, 0.3408, 0.3842, 0.5325, 0.0839, 0.3224, 0.3685, 0.5172, 0.4520, 0.5084, 0.6435, 0.2782, 0.2093, 0.5967, 0.3852, 0.5364, 0.2986, 0.3098, 0.4482, 0.5626]
}

Entry 2:
{
  "formula": "C33H40N5O7S3SeTi",
  "method": "ωB97M-V/def2-TZVPD",
  "gap_ev": 6.019,
  "total_charge": 1,
  "e_tot_ha": -6527.3539,
  "symbols": ["Ti", "C", "C", "S", "C", "C", "S", "C", "C", "S", "H", "H", "H", "H", "H", "H", "H", "H", "H", "H", "H", "H", "O", "C", "O", "C", "C", "C", "N", "C", "C", "C", "O", "O", "H", "H", "H", "C", "O", "C", "C", "C", "C", "C", "C", "N", "C", "C", "C", "C", "C", "C", "C", "O", "H", "H", "H", "H", "H", "H", "H", "H", "H", "H", "H", "H", "H", "C", "N", "C", "C", "O", "N", "C", "C", "H", "H", "H", "H", "H", "H", "H", "H", "H", "H", "H", "H", "Se", "C", "N"],
  "xyz": [[0.1706, 0.4670, 0.3321], [3.6102, -0.0428, -1.0106], [3.4893, -1.5424, -0.7651], [1.7950, -1.9607, -0.3039], [2.0042, -3.0472, 1.1281], [2.7793, -2.4920, 2.3163], [1.9933, -1.0027, 2.9736], [3.3448, 0.1860, 3.0333], [4.0704, 0.4551, 1.7237], [3.0046, 0.9847, 0.3487], [2.9939, 0.2545, -1.8641], [4.6392, 0.2359, -1.2385], [4.1662, -1.8740, 0.0202], [3.7631, -2.0734, -1.6774], [2.4573, -3.9788, 0.7850], [0.9756, -3.2672, 1.4180], [3.8144, -2.2720, 2.0578], [2.8073, -3.2559, 3.0940], [4.0807, -0.1102, 3.7821], [2.8668, 1.0973, 3.3978], [4.6284, -0.4225, 1.4015], [4.7979, 1.2518, 1.8808], [-6.8099, 1.6920, 1.0950], [-6.0625, 1.4264, 0.1591], [-6.2252, 1.2787, -1.0696], [-4.5820, 1.2779, 0.4764], [-3.7275, 2.3813, 0.4449], [-2.3666, 2.1964, 0.4980], [-1.8223, 0.9797, 0.6503], [-2.6468, -0.0840, 0.7804], [-4.0071, 0.0158, 0.6910], [-1.8891, -1.3689, 0.9611], [-2.3783, -2.4675, 0.9547], [-0.5965, -1.1128, 1.1031], [-4.1320, 3.3761, 0.3106], [-1.6718, 3.0174, 0.3779], [-4.6145, -0.8768, 0.7632], [2.8287, -5.3091, -2.6989], [1.7518, -4.3840, -2.5621], [1.8063, -3.2311, -3.2777], [2.9024, -2.8119, -4.0144], [2.8387, -1.6123, -4.7146], [1.6862, -0.8458, -4.6979], [0.5860, -1.2599, -3.9604], [0.6480, -2.4362, -3.2324], [-0.4125, -3.0090, -2.4788], [-1.5976, -2.6103, -2.1238], [-2.2119, -1.3277, -2.2505], [-3.5751, -1.3330, -2.6120], [-4.2392, -0.1575, -2.8616], [-3.5366, 1.0441, -2.7644], [-2.2151, 1.0781, -2.3506], [-1.5627, -0.1018, -2.0040], [-0.3766, -0.0987, -1.3705], [2.5447, -6.1863, -2.1267], [3.7516, -4.8911, -2.2930], [2.9729, -5.5822, -3.7448], [3.7976, -3.4149, -4.0566], [3.6961, -1.2905, -5.2905], [1.6286, 0.0747, -5.2618], [-0.3147, -0.6697, -3.9877], [-0.1829, -3.9657, -2.2241], [-2.2132, -3.4060, -1.7141], [-4.0886, -2.2829, -2.7025], [-5.2945, -0.1432, -3.0872], [-4.0622, 1.9698, -2.9578], [-1.6940, 2.0177, -2.2282], [-1.2943, 2.7029, 4.9560], [-0.9750, 1.8762, 3.7964], [-1.4170, 0.4876, 3.8959], [-0.2229, 2.2981, 2.7757], [0.3963, 1.4387, 2.0489], [-0.0781, 3.6140, 2.5395], [-1.1464, 4.5850, 2.7583], [1.0854, 4.1362, 1.8305], [-1.1209, 2.1040, 5.8492], [-2.3369, 3.0224, 4.9549], [-0.6453, 3.5716, 4.9950], [-2.5056, 0.4420, 3.8302], [-1.1045, 0.0816, 4.8579], [-0.9694, -0.1072, 3.1103], [-2.0881, 4.0819, 2.9582], [-1.2615, 5.1679, 1.8428], [-0.9176, 5.2731, 3.5727], [1.8356, 3.3611, 1.7127], [1.5003, 4.9621, 2.4101], [0.8081, 4.5039, 0.8429], [0.7654, 4.0691, -2.8300], [0.6083, 2.9607, -1.5013], [0.5020, 2.2210, -0.5871]],
  "mulliken_charge": [-2.4698, -0.8547, -1.1142, 0.4975, -1.2986, -0.7831, 0.0064, -0.7727, -1.0071, 0.2009, 0.2440, 0.7062, 0.8149, 0.4980, 0.6404, 0.3811, 0.3669, 0.5820, 0.6761, 0.2201, 0.4723, 0.6121, -0.6720, -0.1511, -0.6107, 0.6005, -1.4481, -0.5766, 1.7783, 0.2515, -0.8056, 0.4176, -0.7502, -0.2244, 0.5983, 0.7732, 0.6113, -0.9770, -0.4576, 0.6997, -0.2298, -0.8642, -0.9747, -0.4136, 0.0612, 0.4401, -1.0238, 1.4243, -1.0391, -0.9941, -0.3284, -0.5000, 0.8049, 0.7506, 0.2939, 0.3309, 0.4233, 0.5082, 0.4225, 0.4704, 0.5678, 0.2982, 0.4361, 0.4801, 0.3650, 0.4204, 0.0963, -1.1329, 0.3738, -0.5132, -0.1158, 0.8561, 0.3896, -1.3127, -0.8437, 0.3570, 0.3497, 0.3908, 0.3457, 0.4614, -0.3456, 0.4312, 0.4387, 0.3378, 0.0604, 0.4628, 0.2901, -0.0782, 0.4334, -0.5386]
}

Entry 3:
{
  "formula": "C33H40N7PbSe",
  "method": "ωB97M-V/def2-TZVPD",
  "gap_ev": 3.863,
  "total_charge": 3,
  "e_tot_ha": -4258.1364,
  "symbols": ["Pb", "C", "C", "C", "C", "C", "C", "C", "N", "N", "C", "C", "C", "C", "C", "C", "N", "C", "C", "C", "C", "C", "C", "N", "H", "H", "H", "H", "H", "H", "H", "H", "H", "H", "H", "H", "H", "H", "H", "H", "H", "H", "H", "H", "C", "N", "C", "C", "C", "C", "C", "C", "C", "C", "H", "H", "H", "H", "H", "H", "H", "H", "H", "H", "H", "H", "C", "N", "C", "C", "N", "C", "C", "Se", "H", "H", "H", "H", "H", "H", "H", "H"],
  "xyz": [[-0.6018, 0.0655, 0.3485], [2.4228, -1.0297, -0.7699], [2.9548, -1.4342, 0.5874], [2.4945, -0.6808, 1.7920], [3.4084, -0.3882, 2.7962], [2.9805, 0.1449, 3.9990], [1.6192, 0.3477, 4.1946], [0.7726, 0.0797, 3.1494], [1.1872, -0.3979, 1.9594], [0.9912, -1.3716, -1.0428], [0.6230, -2.7482, -0.6573], [-0.8434, -2.9833, -0.9004], [-1.3186, -4.1802, -1.3982], [-2.6861, -4.3412, -1.5741], [-3.5323, -3.2824, -1.2755], [-2.9795, -2.1119, -0.8005], [-1.6588, -1.9719, -0.5885], [0.7306, -1.1720, -2.4696], [0.2425, 0.1958, -2.8152], [0.4741, 0.7079, -4.0780], [-0.1089, 1.9069, -4.4446], [-0.9461, 2.5478, -3.5419], [-1.1329, 1.9792, -2.3050], [-0.5236, 0.8358, -1.9321], [3.0435, -1.5396, -1.5110], [2.5409, 0.0489, -0.9243], [4.0393, -1.3591, 0.5327], [2.7526, -2.4924, 0.7769], [4.4557, -0.6065, 2.6360], [3.6925, 0.3728, 4.7821], [1.2324, 0.7155, 5.1356], [-0.3002, 0.2237, 3.2572], [0.8312, -2.8828, 0.4052], [1.2072, -3.4869, -1.2116], [-0.6299, -4.9799, -1.6422], [-3.0833, -5.2778, -1.9447], [-4.6017, -3.3584, -1.4156], [-3.6013, -1.2538, -0.5789], [-0.0472, -1.8668, -2.7903], [1.6217, -1.3947, -3.0570], [1.0884, 0.1537, -4.7767], [0.0686, 2.3255, -5.4272], [-1.4508, 3.4700, -3.7946], [-1.8117, 2.4160, -1.5961], [-1.0407, 3.6561, 0.2350], [-0.5270, 2.6061, 1.1366], [0.8407, 2.9872, 1.5595], [-1.4204, 2.5097, 2.2940], [-2.5451, 1.4860, 2.1982], [-3.8263, 1.7720, 2.6755], [-4.7816, 0.7698, 2.8038], [-4.4812, -0.5515, 2.4820], [-3.2291, -0.8701, 1.9507], [-2.3803, 0.1938, 1.8001], [-1.0322, 4.6225, 0.7462], [-2.0662, 3.4340, -0.0609], [-0.4008, 3.7382, -0.6389], [0.8248, 3.9325, 2.1095], [1.4760, 3.1067, 0.6839], [1.2726, 2.2179, 2.1942], [-1.8598, 3.4851, 2.5104], [-0.8222, 2.2310, 3.1620], [-4.0490, 2.7893, 2.9821], [-5.7583, 1.0178, 3.1972], [-5.2021, -1.3444, 2.6359], [-2.9778, -1.8909, 1.7029], [5.6796, 1.4242, -2.6774], [5.7761, 2.7157, -2.0195], [6.9349, 3.4812, -1.9524], [6.6224, 4.6079, -1.2994], [5.2760, 4.5285, -0.9693], [4.5331, 5.5648, -0.2639], [4.7645, 3.3646, -1.4080], [3.0095, 2.7777, -1.1860], [6.3568, 1.4056, -3.5272], [4.6594, 1.2804, -3.0210], [5.9488, 0.6217, -1.9901], [7.8684, 3.1622, -2.3822], [7.2341, 5.4562, -1.0458], [5.0213, 6.5206, -0.4298], [4.5055, 5.3552, 0.8043], [3.5180, 5.6049, -0.6463]],
  "mulliken_charge": [1.8895, -0.7396, -1.5303, 0.8476, -0.9107, -0.6713, -0.8234, -0.6857, 0.4500, 0.8514, -0.7812, -0.0078, -0.9091, -0.5872, -0.9802, -0.6010, 0.5330, -1.3460, 0.7390, -1.1137, -0.5728, -1.0626, -0.5323, 0.5225, 0.4895, 0.2026, 0.5908, 0.3283, 0.5000, 0.4751, 0.5113, 0.8415, 0.5072, 0.4621, 0.5388, 0.4665, 0.4976, 0.7201, 0.5518, 0.4416, 0.5696, 0.4860, 0.5143, 0.8197, -1.5781, 1.0012, -0.2066, -1.5024, 1.3169, -1.0407, -0.9579, -0.8680, -1.0994, 0.6747, 0.4217, 0.5197, 0.2649, 0.3803, -0.4868, 0.1749, 0.5222, 0.5398, 0.5154, 0.4541, 0.5139, 0.8617, -0.8593, 0.1576, -0.4797, -0.4486, 0.1707, -0.8792, 0.0275, -0.4095, 0.3621, 0.2707, 0.2758, 0.4773, 0.4665, 0.3250, 0.2849, 0.3433]
}